Below is a molecular structure, C13H26FeNO3P2, with properties calculated with ωB97M-V/def2-TZVPD.

Last column: Löwdin spin population.
Cartesian coordinates (Å):
Fe: 0.08324 0.71902 0.85382  3.75
P: -2.16945 0.31858 0.62622  0.09
C: -2.33715 0.90421 -1.16756  0.01
C: -0.92919 1.13230 -1.77627  0.02
N: 0.20238 0.97967 -0.98080  0.10
C: 1.48759 1.29667 -1.39788  0.02
C: 1.64168 1.99371 -2.59677  0.00
C: 0.51833 2.21677 -3.40708  0.02
C: -0.74215 1.73662 -3.02530  0.00
C: 2.68797 0.96171 -0.48838  0.02
P: 2.14359 -0.36236 0.72573  0.10
H: -1.63309 1.92185 -3.63681  0.00
H: 2.65527 2.26905 -2.91266  0.00
H: 0.62899 2.77808 -4.33846  0.00
H: 3.53839 0.52871 -1.05361  0.00
H: 3.05074 1.86385 0.04957  0.00
H: -3.11844 0.38261 -1.70914  0.00
H: -2.89103 1.85072 -0.92811  0.00
H: -1.04409 -2.87890 -4.06002  0.00
O: -1.79993 -3.28139 -4.48200  0.00
H: -2.35615 -3.36356 -3.71769  0.00
H: 0.51627 -4.05868 0.74246  0.00
O: -0.30774 -4.51064 0.60868  0.00
H: -0.01570 -5.43580 0.72201  0.00
C: 2.69085 -1.82427 -0.23498  0.02
H: 3.59567 -1.56011 -0.80700  0.00
H: 2.93621 -2.64226 0.45463  0.00
H: 1.89792 -2.18383 -0.90706  0.00
C: 3.26117 -0.39924 2.16744  0.02
H: 3.04627 -1.35215 2.67253  0.00
H: 4.33394 -0.40167 1.93754  0.00
H: 3.09854 0.40520 2.89590  0.00
C: -3.21166 1.59792 1.38895  0.02
H: -4.08801 1.63490 0.73284  0.00
H: -3.54420 1.41088 2.41588  0.00
H: -2.68535 2.56113 1.37265  0.00
C: -2.94993 -1.33015 0.80603  0.02
H: -3.18901 -1.54646 1.85856  0.00
H: -3.88720 -1.28973 0.23371  0.00
H: -2.27575 -2.12624 0.44293  0.00
C: 0.00696 1.16987 3.58790  0.12
C: 0.45479 1.92447 2.40150  0.31
O: 0.96725 3.03915 2.31623  0.30
H: 0.79633 0.41775 3.82843  0.00
H: -0.93946 0.61950 3.37740  0.01
H: -0.12567 1.91259 4.40805  0.02

## Properties
LUMO level (spin up / spin down) = -6.53 / -8.22 eV
total energy = -74482.9889 eV
energy above the lowest of the compared OMol25 structures with the same formula, charge and spin = 0.0 kcal per mole
total charge = +2
HOMO level (spin up / spin down) = -15.016 / -15.763 eV
multiplicity = 6
HOMO-LUMO gap (spin up / spin down) = 8.5 / 7.5 eV